1.
The following is a DFT calculation (ωB97M-V/def2-TZVPD) of a 2-piece molecular cluster, C6H9N overall.

Computed properties:
- Lowest unoccupied orbital energy: 1.095 eV
- HOMO-LUMO gap: 10.04 eV
- HOMO level: -8.942 eV
- ΔE to the lowest compared entry with this formula, charge and spin: 111.00 kcal/mol
- SMILES: C=C=C1C[C@@H]2N[C@H]12.[H][H]

Cartesian coordinates (Å):
1 C 2.484 0.702 0.968
2 C 1.401 0.165 0.468
3 C 0.313 -0.359 -0.023
4 C -0.081 -1.749 -0.551
5 C -1.515 -1.213 -0.665
6 N -1.459 -0.075 -1.589
7 C -1.103 0.124 -0.167
8 H 3.175 1.259 0.339
9 H 2.736 0.613 2.024
10 H 0.035 -2.527 0.210
11 H 0.376 -2.065 -1.494
12 H -2.438 -1.755 -0.483
13 H -2.408 0.278 -1.709
14 H -1.632 0.837 0.458
15 H -0.149 3.184 1.169
16 H 0.267 2.580 1.044

Cartesian forces, eV/Å:
C -0.07 -0.08 -0.06
C -0.12 -0.08 -0.06
C 0.37 0.14 0.15
C 0.08 -0.09 -0.04
C -0.16 -0.28 0.06
N -0.11 0.06 -0.09
C -0.02 0.23 0.31
H -0.12 -0.09 0.07
H -0.10 -0.02 -0.16
H -0.02 0.15 -0.11
H -0.07 0.06 0.15
H 0.17 0.10 -0.06
H 0.10 -0.04 0.01
H 0.10 -0.13 -0.16
H 0.01 -0.03 -0.01
H -0.04 0.10 0.02

natural (NBO) atomic charge list, values in e, 4 entries: -0.471 0.079 -0.079 -0.411

2.
The following is a DFT calculation (ωB97M-V/def2-TZVPD) of one molecule with the formula C6H9N.

Computed properties:
- Lowest unoccupied orbital energy: 1.053 eV
- HOMO-LUMO gap: 10.44 eV
- HOMO level: -9.384 eV
- ΔE to the lowest compared entry with this formula, charge and spin: 66.18 kcal/mol
- SMILES: CC#CC[C@H]1CN1

Cartesian coordinates (Å):
1 C -2.330 0.854 -2.493
2 C -1.362 0.803 -1.391
3 C -0.583 0.779 -0.469
4 C 0.415 0.736 0.608
5 C 0.654 -0.640 1.202
6 C 1.967 -1.303 1.062
7 N 1.614 -0.609 2.300
8 H -2.230 -0.005 -3.166
9 H -2.200 1.760 -3.094
10 H -3.355 0.855 -2.107
11 H 0.151 1.382 1.453
12 H 1.369 1.119 0.224
13 H -0.231 -1.269 1.304
14 H 2.733 -0.805 0.470
15 H 2.023 -2.389 1.066
16 H 1.365 -1.268 3.031

Cartesian forces, eV/Å:
C -0.06 0.01 -0.03
C 0.30 -0.02 0.41
C -0.28 -0.03 -0.41
C 0.07 0.05 0.00
C -0.17 0.02 -0.07
C 0.15 -0.16 -0.23
N 0.02 -0.08 0.28
H 0.05 0.11 0.18
H 0.03 -0.13 0.14
H 0.14 0.00 -0.04
H -0.20 0.09 -0.29
H -0.12 -0.02 0.09
H 0.19 0.11 -0.01
H -0.09 -0.12 0.09
H -0.06 0.15 -0.01
H 0.03 0.03 -0.11

natural (NBO) atomic charge list, values in e, 4 entries: -0.681 0.000 -0.029 -0.478

3.
The following is a DFT calculation (ωB97M-V/def2-TZVPD) of one molecule with the formula C6H9N.

Computed properties:
- Lowest unoccupied orbital energy: 1.046 eV
- HOMO-LUMO gap: 9.67 eV
- HOMO level: -8.628 eV
- ΔE to the lowest compared entry with this formula, charge and spin: 14.10 kcal/mol
- SMILES: CC1=CCC(C)=N1

Cartesian coordinates (Å):
1 C -2.575 -0.464 0.220
2 C -1.161 0.010 0.112
3 C -0.692 1.263 0.008
4 C 0.784 1.163 -0.218
5 C 0.989 -0.319 -0.055
6 C 2.344 -0.954 -0.024
7 N -0.115 -0.965 0.072
8 H -2.635 -1.348 0.861
9 H -3.224 0.320 0.620
10 H -2.953 -0.750 -0.769
11 H -1.267 2.182 0.033
12 H 1.425 1.786 0.412
13 H 1.031 1.409 -1.260
14 H 2.278 -2.014 -0.275
15 H 3.048 -0.456 -0.702
16 H 2.753 -0.867 0.990

Cartesian forces, eV/Å:
C 0.01 0.01 0.03
C -0.12 0.14 0.00
C -0.06 -0.08 -0.07
C -0.09 -0.01 0.13
C 0.04 -0.07 -0.09
C -0.03 -0.07 -0.02
N 0.25 0.26 0.03
H 0.01 0.14 -0.05
H 0.09 -0.12 -0.08
H 0.05 0.00 0.14
H 0.08 -0.19 -0.08
H -0.07 -0.10 0.03
H 0.03 0.06 0.05
H 0.00 0.12 0.04
H -0.18 -0.08 0.09
H -0.02 -0.02 -0.14

natural (NBO) atomic charge list, values in e, 4 entries: -0.643 0.152 -0.257 -0.523